A molecular structure, C3H8N4S in a non-equilibrium geometry, computed with the ωB97M-V functional and the def2-TZVPD basis.

orbital gap = 8.724 eV
charge = 0
relative energy (zero: lowest compared OMol25 entry of this formula, charge and spin) = 145.0 kcal/mol
E = -736.0871 a.u.

Cartesian coordinates (Å):
C -0.451 1.384 0.659
C -0.324 -1.135 -0.044
C 1.880 -0.079 -0.176
H -1.181 2.198 1.024
H 0.114 1.094 1.461
H -0.065 1.782 -0.263
H -3.037 -0.685 1.035
H -1.062 -1.916 -0.149
H 3.692 -0.787 1.432
H 4.354 0.394 -0.242
H 2.517 1.306 -1.170
N -1.119 0.062 0.205
N 0.967 -1.331 -0.038
N 3.205 -0.175 0.409
N 1.483 0.943 -0.937
S -2.732 -0.056 -0.202

Cartesian forces, eV/Å:
-4.9 0.4 -1.8
0.4 2.8 0.9
-1.0 -0.7 -0.7
0.4 -1.9 -0.3
2.2 -0.2 1.6
0.8 0.2 0.6
-0.4 0.8 -1.4
0.5 -0.8 -0.3
-2.9 2.3 -4.7
-5.1 -2.2 2.4
-2.8 0.2 0.5
2.9 -0.2 -0.2
0.1 3.0 0.2
4.9 -0.2 1.0
5.5 -2.8 0.2
-0.6 -0.8 1.9

Atomic partial charges in e from the Löwdin method, atoms 1 to 8: number 1, C, carries -0.098; number 2, C, carries -0.253; number 3, C, carries -0.536; number 4, H, carries 0.101; number 5, H, carries 0.042; number 6, H, carries 0.033; number 7, H, carries -0.084; number 8, H, carries 0.076